18
Properties=species:S:1:pos:R:3 method="wB97M-V/def2-TZVPD" charge=0 e_homo_ev=-8.8 gap_ev=9.47 lumo_energy_ha=0.02450 smiles="NC(=O)CNCO.O" energy_ha=-455.5085
H -1.06 2.85 0.23
H 0.87 -0.61 1.75
H -1.22 -2.52 -1.23
C 0.03 1.19 0.78
H 0.86 -1.46 -0.15
O -1.80 -0.42 -1.11
H -1.92 -1.86 0.33
H -1.75 1.29 -0.10
C -0.09 -0.39 1.15
N -0.05 -1.39 0.16
N -0.98 1.84 0.21
H 2.42 0.89 -0.71
O 1.06 1.71 1.10
O 3.07 0.24 -1.05
H 3.89 0.72 -0.99
H -1.12 -0.04 -1.82
H -0.95 -0.47 1.98
C -1.27 -1.58 -0.53

=====

16
Properties=species:S:1:pos:R:3 method="wB97M-V/def2-TZVPD" charge=0 e_homo_ev=-9.1 gap_ev=9.89 lumo_energy_ha=0.03036 smiles=NC[C@H](N)CS energy_ha=-627.9718
C -0.55 0.55 1.03
H 0.23 1.31 1.10
N 0.88 -1.34 0.26
N -0.82 -0.24 2.25
H 1.43 1.11 -0.80
H -0.17 1.37 -1.45
H 1.52 -0.86 0.89
H -1.45 1.07 0.74
H 1.36 -1.67 -0.50
H -1.41 0.31 2.91
C 0.58 0.57 -1.24
H -0.97 -0.68 -0.68
C -0.08 -0.31 -0.15
H -0.07 0.14 -3.54
H -1.43 -0.99 1.98
S 0.95 -0.33 -2.80

=====

16
Properties=species:S:1:pos:R:3 method="wB97M-V/def2-TZVPD" charge=0 e_homo_ev=-8.4 gap_ev=9.32 lumo_energy_ha=0.03287 smiles="[H]/N=C/N.CSC" energy_ha=-627.9711
C 0.18 -0.75 -3.13
H 0.46 1.47 2.82
H -2.24 -1.51 3.14
H 0.80 0.65 -0.57
H 0.00 -1.72 -3.59
H 1.20 1.60 -1.95
H -0.57 -0.58 -2.36
N -1.96 -0.55 3.08
S 1.82 -0.67 -2.38
C 1.56 0.76 -1.34
H 0.08 -0.85 2.73
H -2.73 0.05 2.85
C -0.70 -0.11 2.87
N -0.47 1.12 2.64
H 0.09 0.01 -3.92
H 2.49 1.08 -0.89

=====

16
Properties=species:S:1:pos:R:3 method="wB97M-V/def2-TZVPD" charge=0 e_homo_ev=-7.3 gap_ev=7.73 lumo_energy_ha=0.01734 energy_ha=-627.9682
H 3.07 0.34 0.02
H 2.33 -1.90 -0.93
N -2.06 1.51 -0.40
H -2.76 2.11 -0.78
C 1.65 -1.08 -0.68
H 2.40 -0.70 1.32
H -0.39 0.33 0.92
C -2.31 0.29 0.07
C 2.17 -0.16 0.40
H -1.11 1.85 -0.29
S 1.06 1.21 0.86
H 0.69 -1.53 -0.43
H -3.25 -0.19 -0.17
H -1.54 -1.31 0.90
N -1.43 -0.31 0.79
H 1.50 -0.47 -1.58

=====

16
Properties=species:S:1:pos:R:3 method="wB97M-V/def2-TZVPD" charge=0 e_homo_ev=-7.6 gap_ev=8.42 lumo_energy_ha=0.03002 smiles="N/C=C/N.CS" energy_ha=-627.9460
H 3.38 0.61 1.21
S -1.57 1.46 -1.41
N 0.24 -0.82 -0.78
H -0.32 -1.38 -0.15
C -3.06 0.66 -0.73
H -3.86 0.67 -1.47
N 2.81 0.03 1.79
H 0.39 -1.33 -1.65
H -3.40 1.17 0.17
H 2.14 0.16 -0.83
H -0.55 0.34 -1.08
C 1.46 -0.35 -0.18
H 0.92 -0.91 1.76
C 1.66 -0.42 1.14
H 2.61 0.49 2.67
H -2.86 -0.39 -0.47

=====

16
Properties=species:S:1:pos:R:3 method="wB97M-V/def2-TZVPD" charge=0 e_homo_ev=-7.3 gap_ev=7.73 lumo_energy_ha=0.01673 energy_ha=-627.9684
C -0.46 2.14 0.00
H -1.02 -3.15 0.70
H -1.34 2.79 0.06
H -1.12 0.61 -1.40
N -0.47 -2.37 1.03
H 0.65 -0.11 1.03
H 1.14 -2.93 -0.21
C -0.39 1.42 -1.34
N 1.31 -1.03 0.55
H 0.34 2.88 0.08
S -0.52 1.05 1.45
H 2.18 -0.85 0.07
H -0.98 -1.54 1.31
C 0.68 -2.13 0.38
H 0.62 1.09 -1.57
H -0.62 2.13 -2.14

=====

16
Properties=species:S:1:pos:R:3 method="wB97M-V/def2-TZVPD" charge=0 e_homo_ev="-8.0 / -8.2" gap_ev="7.71 / 7.76" lumo_energy_ha="-0.01213 / -0.01500" energy_ha=-627.8707
H 2.84 -1.54 -0.85
H -2.19 -1.91 0.63
C -0.26 1.92 -0.08
S 2.31 0.26 0.39
H -1.40 -0.10 -0.83
H -2.24 -0.49 1.58
C -0.67 -0.43 -0.02
H -0.65 1.89 -1.06
H -0.91 -1.81 1.70
H 0.09 -1.17 -0.49
H 2.69 -0.35 -1.97
H 0.70 2.55 0.00
H -1.13 2.34 0.44
N 2.32 -0.67 -1.03
N -0.02 0.71 0.55
C -1.48 -1.21 1.04

=====

16
Properties=species:S:1:pos:R:3 method="wB97M-V/def2-TZVPD" charge=0 e_homo_ev=-9.0 gap_ev=9.95 lumo_energy_ha=0.03492 smiles=NC[C@@H](N)CS energy_ha=-627.9693
H 1.35 -1.55 -0.62
C 0.80 -0.77 -1.18
H -1.13 -0.74 -2.73
N -0.28 0.17 2.34
C -0.14 -0.19 -0.12
H 0.34 0.53 3.06
H -1.07 0.80 2.31
H -0.71 1.15 -1.62
H -0.82 -0.97 0.23
H 1.47 -0.29 1.21
S -0.11 -1.55 -2.49
N -0.95 0.93 -0.67
H -1.91 1.04 -0.38
C 0.56 0.30 1.13
H 1.68 -0.19 -1.48
H 0.95 1.32 1.01

=====

ΔE to the lowest compared entry with this formula, charge and spin
In order: 39.6, 14.3, 14.7, 16.6, 30.5, 16.4, 77.7, 15.9
Unit: kcal per mole